DFT (ωB97M-V/def2-TZVPD) results for a structure of composition C43H50CeCl2N5S.

Properties
- 2S+1 = 2
- E_tot (eV) = -101661.78090
- frontier orbital gap (spin up / spin down) (Eh) = 0.26731 / 0.26742
- HOMO energy (spin up / spin down) (eV) = -6.826 / -6.828
- ⟨S²⟩ = 0.751
- ΔE to the lowest compared entry with this formula, charge and spin (kcal/mol) = 38.7

Geometry as XYZ:
```
102
C43H50CeCl2N5S, DFT ωB97M-V/def2-TZVPD
Ce 0.328 0.024 0.284
C 3.043 -0.473 0.906
C 3.030 -0.536 -0.508
C 2.739 0.779 -1.013
C 2.575 1.589 0.189
C 2.766 0.787 1.358
C 3.029 1.254 2.793
C 1.910 2.240 3.265
C 3.231 0.003 3.710
C 4.381 2.004 2.808
C 2.588 1.442 -2.434
C 1.993 2.914 -2.334
C 3.866 1.454 -3.251
C 1.608 0.612 -3.215
C 3.915 -1.667 -1.040
C 5.357 -1.223 -0.971
C 3.561 -2.082 -2.453
C 3.715 -2.997 -0.234
H 3.635 -1.184 1.551
H 2.395 2.658 0.129
H 0.946 1.809 3.042
H 2.110 3.214 2.724
H 2.079 2.386 4.402
H 2.405 -0.652 3.428
H 3.127 0.187 4.762
H 4.223 -0.505 3.530
H 4.268 2.920 2.185
H 5.241 1.356 2.474
H 4.591 2.365 3.812
H 2.700 3.676 -1.997
H 1.110 2.860 -1.715
H 1.734 3.208 -3.401
H 4.369 0.490 -3.252
H 4.556 2.076 -2.658
H 3.803 1.834 -4.269
H 0.618 0.525 -2.752
H 1.973 -0.386 -3.341
H 1.499 1.050 -4.213
H 5.518 -0.478 -1.784
H 6.016 -2.090 -1.274
H 5.655 -0.814 -0.117
H 3.817 -1.493 -3.249
H 2.491 -2.310 -2.526
H 3.973 -3.024 -2.738
H 3.877 -2.827 0.847
H 4.435 -3.755 -0.590
H 2.657 -3.432 -0.339
C -1.747 2.050 -5.488
C -1.845 1.503 -4.121
C -2.149 0.182 -3.851
C -2.297 -0.305 -2.566
C -2.108 0.524 -1.459
N -2.123 0.072 -0.100
C -3.333 -0.254 0.441
C -4.510 -0.658 -0.286
C -5.570 -1.294 0.234
C -5.683 -1.455 1.603
C -6.734 -2.186 2.296
C -4.624 -0.947 2.368
C -3.490 -0.447 1.828
N -2.451 0.030 2.681
C -2.689 0.556 3.893
C -1.490 0.488 4.605
C -0.567 -0.006 3.629
N -1.152 -0.268 2.446
C -1.811 1.872 -1.725
C -1.694 2.367 -3.015
N -1.700 2.723 -0.641
C -2.592 3.674 -0.270
C -2.044 4.233 0.834
C -0.916 3.509 1.167
N -0.674 2.602 0.267
H -2.686 2.571 -5.623
H -1.770 1.332 -6.318
H -1.054 2.840 -5.669
H -2.204 -0.511 -4.703
H -2.575 -1.348 -2.439
H -4.475 -0.463 -1.333
H -6.432 -1.560 -0.445
H -6.817 -3.255 1.984
H -7.726 -1.749 2.071
H -6.570 -2.335 3.343
H -4.665 -1.195 3.443
H -3.669 0.728 4.322
H -1.272 0.744 5.633
H 0.533 -0.136 3.787
H -1.536 3.447 -3.119
H -3.455 3.910 -0.876
H -2.471 5.022 1.476
H -0.159 3.688 2.054
Cl 0.581 -2.900 2.013
C -1.003 -3.301 1.294
C -2.007 -4.014 2.072
C -3.069 -4.498 1.380
C -3.262 -4.363 0.045
C -2.297 -3.691 -0.726
Cl -2.534 -3.767 -2.431
C -1.122 -3.164 -0.155
S 0.129 -2.420 -1.061
H -2.009 -4.274 3.094
H -3.678 -5.072 1.969
H -4.185 -4.622 -0.381
```